# 1
Molecular formula: C6H7F3N
Method: DFT, ωB97M-V with the def2-TZVPD basis set

The geometry in XYZ format:
```
17
Properties=species:S:1:pos:R:3:forces:R:3
C -0.24374 -1.54766 0.70101 2.089 -2.033 0.662
C -1.01190 -0.53048 0.40693 -3.615 2.432 0.089
C 1.01182 -0.65017 0.35094 -2.603 0.658 -0.760
C 2.39447 -0.81107 -0.09210 0.460 0.160 0.873
C 0.42689 1.60839 -0.47909 1.421 2.006 -1.107
C -2.74470 0.11182 0.23839 1.417 -3.819 -0.021
N 0.17993 0.34786 0.11001 2.203 -0.589 0.866
F -3.35559 -0.98112 -0.31664 0.645 1.371 0.550
F -3.40710 0.46211 1.30824 0.877 -0.421 0.517
F -2.75001 1.11128 -0.56956 0.603 0.733 -1.064
H -0.10875 -2.58514 1.05026 -1.136 0.766 -0.249
H 2.97850 -1.58390 0.44863 -0.636 0.325 -0.361
H 2.94266 0.14618 -0.00724 -0.290 -0.423 -0.401
H 2.23861 -1.12071 -1.14111 0.428 0.091 0.065
H -0.48489 2.09953 -0.67377 -1.254 0.291 -0.421
H 0.96988 1.52190 -1.45449 -0.411 -0.126 0.764
H 0.96393 2.40118 0.11959 -0.198 -1.420 -0.003
```
Positions in Å, forces in eV/Å.

Results
Total charge ... +1
Gap between HOMO and LUMO (alpha / beta) ... 8.62 / 8.62 eV
Energy above the lowest of the compared OMol25 structures with the same formula, charge and spin ... 11.3 kcal/mol
Energy ... -15966.74765 eV
Spin multiplicity ... 1


# 2
Molecular formula: C5H7F3N2
Method: DFT, ωB97M-V with the def2-TZVPD basis set

The geometry in XYZ format:
```
17
Properties=species:S:1:pos:R:3:forces:R:3
H 3.45678 2.28860 -0.17730 0.115 -0.310 -0.013
N 2.50073 1.98602 0.00795 0.051 0.856 -0.009
C 2.30018 0.77026 0.10723 -3.960 -2.307 0.372
C 0.66504 0.18218 0.41140 3.842 1.619 -0.063
C -0.46527 0.95784 -0.10936 -0.167 0.398 0.206
N -0.09953 -0.32809 -0.66677 0.263 -0.235 -0.445
C -0.94907 -1.45527 -0.35672 -0.113 -0.128 0.026
C 3.29687 -0.37058 -0.03687 0.742 -0.117 -0.085
F 2.73588 -1.58308 0.02544 -0.265 0.209 0.046
F 3.95383 -0.30283 -1.20590 -0.053 0.143 -0.095
F 4.23307 -0.32931 0.93226 -0.084 0.151 0.093
H 0.65367 -0.28165 1.39036 -0.303 -0.118 0.022
H -1.35647 1.03603 0.50693 0.000 -0.129 -0.014
H -0.26787 1.80925 -0.74289 0.022 0.092 -0.034
H -0.36742 -2.37055 -0.45812 -0.045 -0.041 0.005
H -1.36164 -1.40620 0.66086 -0.007 -0.009 -0.007
H -1.77270 -1.47625 -1.06798 -0.038 -0.074 -0.004
```
Positions in Å, forces in eV/Å.

Results
Total charge ... 0
Gap between HOMO and LUMO ... 10.32 eV
Energy above the lowest of the compared OMol25 structures with the same formula, charge and spin ... 30.5 kcal/mol
Energy ... -16429.18710 eV
SMILES string ... [H]/N=C(/[C@H]1CN1C)C(F)(F)F
Spin multiplicity ... 1


# 3
Molecular formula: C4H9NO
Method: DFT, ωB97M-V with the def2-TZVPD basis set

The geometry in XYZ format:
```
15
Properties=species:S:1:pos:R:3:forces:R:3
C -1.77167 -0.16613 0.06822 -0.063 -0.050 0.043
C -0.55400 0.73156 -0.08105 -0.061 -0.114 -0.287
O -0.24717 1.36112 1.15115 -0.076 -0.025 0.181
C 0.62490 -0.08643 -0.58216 -0.094 0.136 -0.153
C 1.96694 0.02644 0.01878 0.224 0.216 -0.020
N 1.11708 -1.13050 0.31223 0.019 -0.246 -0.030
H -2.59000 0.37312 0.56175 0.064 -0.080 -0.174
H -2.12768 -0.52945 -0.90103 0.040 0.061 0.129
H -1.48809 -1.02862 0.68168 -0.102 0.096 -0.064
H -0.74457 1.52220 -0.82262 -0.011 -0.112 0.094
H -0.92482 1.09970 1.78428 0.221 0.065 0.008
H 0.56495 -0.32560 -1.64590 0.041 0.058 0.185
H 2.09299 0.70403 0.85678 0.010 -0.091 -0.120
H 2.83656 -0.10653 -0.62254 -0.159 -0.008 0.108
H 1.42356 -1.93699 -0.22538 -0.054 0.095 0.101
```
Positions in Å, forces in eV/Å.

Results
Total charge ... 0
Gap between HOMO and LUMO ... 10.55 eV
Energy above the lowest of the compared OMol25 structures with the same formula, charge and spin ... 46.4 kcal/mol
Energy ... -7830.30824 eV
SMILES string ... C[C@@H](O)[C@H]1CN1
Spin multiplicity ... 1


# 4
Molecular formula: C14H29INO7S3
Method: DFT, ωB97M-V with the def2-TZVPD basis set

The geometry in XYZ format:
```
55
Properties=species:S:1:pos:R:3:forces:R:3
N -1.85728 -0.64686 -3.34915 0.267 0.001 -0.036
C -2.36103 -0.77839 -4.71439 0.399 0.200 0.047
C -2.01636 0.47694 -5.50993 -1.091 0.454 0.378
O -2.98834 0.55040 -6.54193 0.016 0.543 -0.035
I -0.03552 -0.08188 -6.51338 0.758 -0.064 -0.371
H -1.46357 -1.49705 -2.98138 -0.131 -0.107 0.109
H -2.54484 -0.26590 -2.72078 -0.040 -0.060 0.168
H -3.44156 -0.89009 -4.74271 -0.355 0.129 0.009
H -1.95206 -1.67860 -5.15536 0.098 -0.419 -0.076
H -3.08873 1.50412 -6.67698 0.103 -0.543 -0.158
C -0.62016 4.01322 -3.12828 -0.072 0.007 0.159
C -0.58066 4.57581 -1.69687 -0.019 0.001 -0.079
C -1.83046 4.06137 -0.97189 0.235 0.272 0.037
S -2.24533 2.50205 -1.77267 0.340 -0.004 -0.234
O -3.53036 2.65376 -2.41135 -0.133 -0.087 0.176
O -2.02658 1.42837 -0.82757 -0.273 -0.145 0.160
C -0.95757 2.53087 -2.99924 0.079 0.195 -0.238
H 0.32843 4.15365 -3.64327 0.009 -0.017 -0.031
H -1.39521 4.52177 -3.70711 0.001 -0.012 -0.028
H 0.31407 4.21022 -1.18962 0.005 -0.030 0.004
H -0.54290 5.66568 -1.68356 0.004 0.006 0.007
H -1.66033 3.87846 0.08635 -0.070 -0.083 0.013
H -2.67999 4.72917 -1.10123 -0.057 -0.059 -0.050
H -1.32713 2.05058 -3.92508 -0.052 -0.171 0.099
H -0.11814 1.95931 -2.60634 -0.035 -0.078 0.041
C -1.41585 -1.43217 2.05307 -0.015 0.002 0.156
C -2.43129 -0.90830 3.07850 0.026 0.014 -0.038
C -1.65611 -0.05349 4.09036 -0.292 -0.183 0.004
S -0.23972 0.60488 3.19695 -0.159 -0.058 -0.182
O 0.96219 0.06985 3.80167 0.081 0.116 0.058
O -0.39348 2.03167 3.04607 0.180 0.027 0.077
C -0.56785 -0.23232 1.65563 -0.136 0.037 -0.144
H -1.90547 -1.86818 1.18458 -0.002 0.025 -0.036
H -0.78424 -2.19742 2.50599 0.050 -0.019 -0.025
H -3.17689 -0.29343 2.57194 0.018 0.024 -0.024
H -2.95927 -1.71995 3.57820 -0.008 -0.003 0.016
H -2.23954 0.77980 4.47244 0.085 0.073 0.030
H -1.27249 -0.64683 4.91795 0.094 0.009 -0.020
H 0.37189 -0.49810 1.18477 0.112 0.021 0.042
H -1.12367 0.45951 1.02045 0.021 0.030 0.020
C 4.22248 -2.99716 3.81441 -0.011 -0.039 -0.101
C 4.84307 -3.87117 2.71345 -0.056 0.044 0.016
C 3.90473 -3.81128 1.50058 0.230 -0.210 0.125
S 3.07617 -2.21788 1.59577 0.106 0.206 0.098
O 1.67087 -2.44378 1.82252 -0.043 -0.140 -0.156
O 3.52362 -1.36864 0.52431 -0.133 -0.015 -0.047
C 3.81248 -1.69382 3.13588 0.105 -0.070 0.283
H 4.91983 -2.81700 4.63102 0.009 -0.003 0.014
H 3.34116 -3.49149 4.22830 -0.018 0.020 0.013
H 5.82260 -3.47358 2.44197 0.001 0.029 -0.008
H 4.98746 -4.89872 3.04419 0.006 -0.016 -0.004
H 4.43268 -3.86879 0.55303 -0.068 0.048 -0.068
H 3.13618 -4.57990 1.54196 -0.078 0.053 -0.001
H 3.08144 -1.10796 3.68954 -0.094 0.037 -0.126
H 4.67860 -1.08127 2.88823 0.004 0.011 -0.045
```
Positions in Å, forces in eV/Å.

Results
Total charge ... -1
Gap between HOMO and LUMO ... 4.48 eV
Energy ... -71416.08685 eV
Spin multiplicity ... 1